(1)
{"formula": "C4H5NO", "method": "ωB97M-V/def2-TZVPD", "symbols": ["C", "C", "C", "C", "N", "O", "H", "H", "H", "H", "H"], "positions_angstrom": [[-0.742, -1.054, 0.186], [-0.336, 1.139, 0.308], [-0.537, 0.015, -0.740], [0.423, -0.107, 0.385], [2.162, -0.471, -0.063], [2.815, 0.507, -0.020], [-1.558, -0.898, 0.975], [-0.635, -2.168, -0.174], [0.051, 2.133, -0.003], [-1.182, 1.010, 1.025], [-0.461, -0.106, -1.879]], "forces_ev_per_angstrom": [[-1.1, -2.9, 1.6], [-1.4, -0.1, -0.6], [0.1, 1.2, -2.5], [3.8, -2.0, -1.4], [-2.3, 1.9, 0.9], [-0.7, -1.2, -0.1], [0.9, -0.6, -1.0], [0.1, 2.4, 0.8], [-0.2, -1.0, 0.4], [0.6, 1.4, -0.3], [0.2, 0.7, 2.1]], "gap_ev": 8.9, "e_lumo_ha": -0.00130, "smiles": "O=N[C@]12C[C@@H]1C2", "e_above_lowest_kj_mol": 595.1, "e_tot_ha": -285.187929, "total_charge": 0}

---

(2)
{"formula": "C4H5NO", "method": "ωB97M-V/def2-TZVPD", "symbols": ["C", "C", "C", "O", "C", "N", "H", "H", "H", "H", "H"], "positions_angstrom": [[-1.311, -0.273, -0.069], [0.137, 0.144, -0.181], [1.208, -0.636, 0.453], [0.994, -0.687, -0.948], [0.374, 1.574, -0.377], [0.543, 2.708, -0.532], [-1.921, 0.208, -0.837], [-1.367, -1.357, -0.201], [-1.712, -0.009, 0.915], [2.121, -0.135, 0.773], [0.934, -1.536, 1.005]], "forces_ev_per_angstrom": [[0.0, 0.0, 0.0], [-0.2, 0.1, 0.1], [0.1, 0.0, 0.3], [0.0, -0.1, -0.2], [0.2, 1.1, -0.1], [-0.2, -1.2, 0.2], [0.1, -0.1, 0.1], [0.0, 0.1, 0.1], [0.1, 0.0, -0.2], [-0.1, -0.1, -0.1], [0.0, 0.2, -0.1]], "gap_ev": 12.0, "e_lumo_ha": 0.02954, "smiles": "C[C@@]1(C#N)CO1", "e_above_lowest_kj_mol": 152.0, "e_tot_ha": -285.356675, "total_charge": 0}

---

(3)
{"formula": "C4H5NO", "method": "ωB97M-V/def2-TZVPD", "symbols": ["N", "C", "C", "C", "C", "O", "H", "H", "H", "H", "H"], "positions_angstrom": [[2.794, 0.263, -0.056], [1.747, -0.213, -0.168], [0.516, -0.975, -0.455], [-0.389, 0.862, 1.262], [-1.090, 0.844, -0.053], [-0.654, -0.525, 0.218], [0.660, -2.006, -0.123], [0.338, -0.974, -1.536], [-1.162, 0.609, 2.009], [-2.178, 0.837, -0.176], [-0.582, 1.277, -0.921]], "forces_ev_per_angstrom": [[-1.0, -0.4, -0.1], [0.8, 0.3, 0.1], [0.2, -0.1, -0.1], [-0.3, 0.0, -0.1], [0.0, 0.1, -0.1], [0.0, 0.0, 0.1], [0.0, 0.1, 0.0], [0.0, 0.0, 0.1], [0.1, 0.0, -0.1], [0.2, 0.1, 0.1], [0.0, -0.1, 0.2]], "gap_ev": 9.2, "e_lumo_ha": 0.02022, "e_above_lowest_kj_mol": 515.5, "e_tot_ha": -285.218231, "total_charge": 0}

---

(4)
{"formula": "C4H5NO", "method": "ωB97M-V/def2-TZVPD", "symbols": ["N", "C", "C", "C", "C", "O", "H", "H", "H", "H", "H"], "positions_angstrom": [[-0.323, 0.389, 3.161], [-0.119, 0.332, 2.025], [0.341, 0.237, 0.635], [-0.186, -0.833, -0.333], [-0.163, 0.344, -1.318], [-0.103, 1.285, -0.226], [1.438, 0.214, 0.689], [0.468, -1.686, -0.520], [-1.201, -1.168, -0.107], [0.756, 0.386, -1.917], [-1.027, 0.509, -1.964]], "forces_ev_per_angstrom": [[0.0, -0.1, -1.1], [-0.1, 0.0, 1.0], [0.2, -0.1, 0.2], [0.0, -0.1, 0.0], [-0.1, -0.1, -0.4], [0.0, 0.2, 0.0], [0.0, 0.0, 0.0], [-0.1, 0.1, 0.0], [0.2, 0.1, 0.1], [-0.1, 0.0, 0.1], [0.1, 0.0, 0.1]], "gap_ev": 11.4, "e_lumo_ha": 0.02971, "e_above_lowest_kj_mol": 163.5, "e_tot_ha": -285.352314, "total_charge": 0}

---

(5)
{"formula": "C4H5NO", "method": "ωB97M-V/def2-TZVPD", "symbols": ["O", "C", "N", "C", "C", "C", "H", "H", "H", "H", "H"], "positions_angstrom": [[-0.250, -0.631, 2.271], [-0.137, -0.332, 1.100], [0.304, 0.857, 0.593], [0.341, 0.886, -0.854], [-0.150, -0.426, -1.373], [-0.446, -1.188, -0.132], [0.596, 1.609, 1.197], [1.349, 1.062, -1.254], [-0.289, 1.671, -1.301], [0.137, -2.120, -0.134], [-1.480, -1.553, -0.136]], "forces_ev_per_angstrom": [[0.0, 0.1, -0.3], [0.0, 0.0, 0.1], [0.0, 0.0, 0.2], [0.0, -0.1, -0.1], [0.1, 0.1, 0.3], [0.0, 0.0, 0.0], [0.0, -0.1, 0.0], [-0.1, -0.1, -0.1], [0.0, -0.1, 0.0], [0.0, 0.1, 0.0], [0.0, 0.1, 0.0]], "gap_ev": 8.5, "e_lumo_ha": -0.01570, "e_above_lowest_kj_mol": 281.6, "e_tot_ha": -285.307339, "total_charge": 0}

---

(6)
{"formula": "C4H5NO", "method": "ωB97M-V/def2-TZVPD", "symbols": ["O", "C", "C", "C", "C", "N", "H", "H", "H", "H", "H"], "positions_angstrom": [[-0.188, 0.742, -1.675], [0.488, 0.154, -0.556], [0.105, 0.928, 0.655], [0.171, -1.224, -0.142], [-0.430, -1.240, 1.099], [-0.831, -0.676, 2.063], [-1.053, 0.316, -1.786], [1.553, 0.290, -0.803], [0.831, 1.567, 1.145], [-0.923, 1.252, 0.717], [0.276, -2.108, -0.718]], "forces_ev_per_angstrom": [[-0.3, -0.2, -0.1], [0.6, -0.2, -0.1], [-0.5, 0.9, 0.1], [-0.6, -1.2, -0.1], [0.6, 1.5, -0.6], [0.0, -0.1, 0.5], [0.2, 0.0, 0.2], [-0.3, 0.0, 0.1], [0.0, -0.4, 0.5], [0.0, 0.1, 0.0], [0.3, -0.4, -0.5]], "gap_ev": [6.7, 5.3], "e_lumo_ha": [-0.04868, -0.08190], "e_above_lowest_kj_mol": 540.8, "e_tot_ha": -285.208611, "total_charge": 0}

---

(7)
{"formula": "C4H5NO", "method": "ωB97M-V/def2-TZVPD", "symbols": ["C", "C", "C", "C", "O", "N", "H", "H", "H", "H", "H"], "positions_angstrom": [[-2.428, 0.142, 0.187], [-0.982, -0.063, 0.119], [0.206, -0.261, 0.069], [1.629, -0.609, 0.041], [2.038, -1.707, 0.367], [2.444, 0.396, -0.385], [-2.929, -0.427, -0.602], [-2.689, 1.198, 0.066], [-2.816, -0.202, 1.150], [3.437, 0.223, -0.403], [2.091, 1.310, -0.611]], "forces_ev_per_angstrom": [[-0.1, 0.0, 0.0], [0.5, -0.1, 0.0], [-0.6, 0.0, 0.1], [0.1, -0.1, 0.0], [-0.1, 0.4, -0.1], [0.1, 0.0, 0.0], [0.1, 0.1, 0.1], [0.1, -0.2, 0.0], [0.1, 0.1, -0.1], [-0.1, 0.0, 0.0], [0.0, -0.2, 0.0]], "gap_ev": 10.8, "e_lumo_ha": 0.03084, "smiles": "CC#CC(N)=O", "e_above_lowest_kj_mol": 110.4, "e_tot_ha": -285.372551, "total_charge": 0}

---

(8)
{"formula": "C4H5NO", "method": "ωB97M-V/def2-TZVPD", "symbols": ["N", "C", "C", "O", "C", "C", "H", "H", "H", "H", "H"], "positions_angstrom": [[-0.506, -1.819, -0.172], [-0.107, -0.471, -0.126], [0.794, 0.122, -0.958], [0.922, 1.446, -0.661], [0.085, 1.699, 0.361], [-0.571, 0.576, 0.747], [0.283, -2.445, -0.270], [-1.079, -2.116, 0.605], [1.397, -0.226, -1.784], [0.066, 2.725, 0.697], [-1.283, 0.508, 1.561]], "forces_ev_per_angstrom": [[0.0, -0.1, 0.1], [0.2, 0.2, -0.1], [0.0, -0.2, -0.1], [0.0, 0.1, 0.0], [-0.1, 0.0, 0.1], [0.0, 0.1, 0.0], [-0.1, 0.0, 0.0], [0.1, 0.2, 0.0], [-0.1, -0.1, 0.1], [0.0, -0.2, 0.0], [0.1, -0.1, -0.2]], "gap_ev": 9.2, "e_lumo_ha": 0.04001, "smiles": "Nc1ccoc1", "e_above_lowest_kj_mol": 76.7, "e_tot_ha": -285.385384, "total_charge": 0}

---

(9)
{"formula": "C4H5NO", "method": "ωB97M-V/def2-TZVPD", "symbols": ["C", "C", "C", "O", "C", "N", "H", "H", "H", "H", "H"], "positions_angstrom": [[-1.708, -0.345, -0.103], [-0.227, -0.264, -0.021], [0.763, 0.870, 0.261], [1.629, 0.877, -0.895], [1.729, -0.181, 0.031], [0.645, -1.180, -0.256], [-2.019, -1.391, -0.154], [-2.061, 0.175, -1.002], [-2.176, 0.135, 0.762], [0.742, 1.740, 0.906], [2.684, -0.436, 0.472]], "forces_ev_per_angstrom": [[0.0, 0.0, 0.0], [-0.2, -0.2, -0.1], [-0.1, 0.2, 0.2], [0.0, 0.0, -0.2], [0.4, -0.1, 0.2], [-0.2, 0.2, 0.0], [0.0, 0.1, 0.0], [0.1, 0.0, 0.1], [0.1, -0.1, -0.1], [0.0, -0.1, -0.1], [-0.1, 0.1, -0.1]], "gap_ev": 10.9, "e_lumo_ha": 0.03696, "e_above_lowest_kj_mol": 308.6, "e_tot_ha": -285.297042, "total_charge": 0}

---

(10)
{"formula": "C4H5NO", "method": "ωB97M-V/def2-TZVPD", "symbols": ["O", "C", "C", "C", "C", "N", "H", "H", "H", "H", "H"], "positions_angstrom": [[-2.124, 0.475, 1.091], [-1.742, 0.158, -0.010], [-0.390, -0.505, -0.181], [0.773, 0.500, -0.060], [2.030, -0.205, 0.214], [2.996, -0.789, 0.461], [-2.383, 0.324, -0.899], [-0.306, -1.071, -1.116], [-0.337, -1.168, 0.687], [0.581, 1.175, 0.779], [0.902, 1.105, -0.965]], "forces_ev_per_angstrom": [[0.0, 0.0, -0.5], [0.0, 0.1, 0.4], [0.0, -0.1, 0.1], [0.0, 0.1, 0.0], [0.8, -0.5, 0.2], [-0.9, 0.6, -0.3], [0.1, 0.0, 0.1], [-0.1, 0.1, 0.2], [0.2, -0.2, -0.3], [0.0, 0.0, -0.1], [-0.1, -0.1, 0.2]], "gap_ev": 10.9, "e_lumo_ha": 0.01507, "smiles": "N#CCCC=O", "e_above_lowest_kj_mol": 74.5, "e_tot_ha": -285.386217, "total_charge": 0}

---

What is the formula in the ninth record?
C4H5NO